--- a ---
{"formula": "C35H57NdO3PSi2", "method": "the ωB97M-V functional and the def2-TZVPD basis", "elements": ["O", "O", "C", "C", "H", "H", "H", "H", "H", "C", "C", "H", "H", "H", "H", "H", "C", "C", "C", "H", "H", "H", "H", "H", "C", "H", "H", "H", "H", "H", "H", "Nd", "C", "Si", "H", "H", "C", "C", "C", "C", "Si", "H", "H", "C", "C", "C", "H", "H", "H", "H", "H", "H", "H", "H", "H", "H", "H", "H", "H", "H", "H", "H", "H", "H", "O", "C", "C", "C", "C", "C", "C", "C", "P", "C", "C", "C", "C", "C", "C", "C", "C", "C", "C", "C", "C", "H", "H", "H", "H", "H", "H", "H", "H", "H", "H", "H", "H", "H", "H"], "coordinates": [[-0.215, 2.364, 0.112], [-2.097, 4.385, -1.354], [-0.495, 3.051, 1.391], [0.663, 2.979, 2.352], [-1.387, 2.553, 1.792], [-0.776, 4.071, 1.114], [0.966, 1.948, 2.571], [0.332, 3.419, 3.296], [1.530, 3.544, 2.008], [1.123, 2.634, -0.449], [1.348, 4.091, -0.777], [1.202, 2.027, -1.357], [1.864, 2.262, 0.270], [0.480, 4.538, -1.272], [2.213, 4.150, -1.454], [1.613, 4.656, 0.122], [-2.366, 4.346, -2.771], [-2.328, 5.678, -0.759], [-1.087, 4.326, -3.575], [-2.970, 5.223, -3.064], [-2.969, 3.444, -2.939], [-0.523, 5.256, -3.431], [-1.349, 4.258, -4.636], [-0.454, 3.472, -3.299], [-1.602, 6.799, -1.469], [-1.992, 5.581, 0.282], [-3.415, 5.878, -0.745], [-0.538, 6.572, -1.588], [-1.699, 7.712, -0.877], [-2.040, 6.999, -2.453], [-2.163, 2.324, -0.526], [-0.899, 0.168, -0.535], [-3.049, 1.604, -0.689], [-4.698, 2.382, -0.129], [-3.137, 1.306, -1.756], [-3.025, 0.687, -0.025], [-4.393, 3.550, 1.309], [-5.781, 0.976, 0.476], [-5.483, 3.276, -1.567], [-1.304, -0.443, 1.778], [-2.070, -2.048, 2.398], [-1.901, 0.413, 2.150], [-0.321, -0.344, 2.274], [-3.948, -2.014, 2.363], [-1.520, -2.355, 4.172], [-1.532, -3.516, 1.363], [-6.529, 3.535, -1.338], [-5.479, 2.644, -2.466], [-4.950, 4.209, -1.808], [-4.066, 2.999, 2.202], [-5.319, 4.085, 1.568], [-3.629, 4.301, 1.071], [-5.210, 0.225, 1.041], [-6.256, 0.476, -0.379], [-6.579, 1.365, 1.123], [-1.540, -1.426, 4.755], [-0.496, -2.750, 4.218], [-2.176, -3.079, 4.674], [-0.446, -3.530, 1.200], [-2.016, -3.513, 0.379], [-1.818, -4.449, 1.875], [-4.333, -2.901, 2.888], [-4.332, -2.040, 1.335], [-4.354, -1.123, 2.860], [1.882, 0.705, -3.320], [1.010, 0.207, -2.678], [0.181, -0.991, -2.861], [-0.817, -1.022, -3.856], [-1.746, -2.058, -3.865], [-1.677, -3.081, -2.915], [-0.678, -3.089, -1.951], [0.243, -2.024, -1.858], [1.282, -2.037, -0.300], [2.302, -3.512, -0.560], [2.699, -4.307, 0.543], [3.497, -5.432, 0.346], [3.941, -5.766, -0.941], [3.555, -4.985, -2.034], [2.742, -3.865, -1.851], [2.519, -0.802, 0.219], [3.542, -0.380, -0.635], [4.584, 0.397, -0.137], [4.605, 0.774, 1.210], [3.563, 0.382, 2.062], [2.533, -0.419, 1.586], [-0.839, -0.246, -4.622], [-2.533, -2.083, -4.626], [-2.410, -3.892, -2.934], [-0.612, -3.923, -1.248], [2.372, -4.028, 1.550], [3.781, -6.054, 1.199], [4.585, -6.633, -1.091], [3.885, -5.249, -3.037], [2.445, -3.259, -2.707], [3.522, -0.683, -1.679], [5.397, 0.691, -0.806], [5.442, 1.356, 1.597], [3.575, 0.683, 3.113], [1.761, -0.792, 2.266]], "homo_energy_ev": [-9.0, -9.1], "multiplicity": 4, "charge": 1, "s2": 3.770, "gap_ev": [6.258, 6.480]}

=====

--- b ---
{"formula": "C35H57NdO3PSi2", "method": "the ωB97M-V functional and the def2-TZVPD basis", "elements": ["O", "O", "C", "C", "H", "H", "H", "H", "H", "C", "C", "H", "H", "H", "H", "H", "C", "C", "C", "H", "H", "H", "H", "H", "C", "H", "H", "H", "H", "H", "H", "Nd", "C", "Si", "H", "H", "C", "C", "C", "C", "Si", "H", "H", "C", "C", "C", "H", "H", "H", "H", "H", "H", "H", "H", "H", "H", "H", "H", "H", "H", "H", "H", "H", "H", "O", "C", "C", "C", "C", "C", "C", "C", "P", "C", "C", "C", "C", "C", "C", "C", "C", "C", "C", "C", "C", "H", "H", "H", "H", "H", "H", "H", "H", "H", "H", "H", "H", "H", "H"], "coordinates": [[-0.724, 1.360, 0.535], [1.734, 3.897, 1.568], [-1.486, 2.463, -0.111], [-2.981, 2.300, 0.023], [-1.153, 2.448, -1.152], [-1.123, 3.386, 0.353], [-3.321, 1.291, -0.239], [-3.454, 3.004, -0.671], [-3.330, 2.553, 1.029], [-1.131, 1.043, 1.914], [-1.014, 2.256, 2.807], [-0.481, 0.228, 2.268], [-2.151, 0.646, 1.863], [-0.049, 2.757, 2.696], [-1.112, 1.957, 3.854], [-1.809, 2.975, 2.590], [2.982, 3.650, 2.260], [1.353, 5.280, 1.489], [2.780, 2.991, 3.607], [3.534, 4.600, 2.383], [3.575, 2.990, 1.610], [2.227, 3.643, 4.290], [3.763, 2.802, 4.047], [2.254, 2.035, 3.527], [1.184, 5.967, 2.832], [0.402, 5.287, 0.946], [2.089, 5.836, 0.884], [0.520, 5.415, 3.510], [0.735, 6.951, 2.654], [2.152, 6.123, 3.321], [1.217, 2.292, 0.141], [0.608, -0.463, -0.227], [1.896, 1.855, -0.653], [2.643, 3.190, -1.797], [2.696, 1.232, -0.194], [1.307, 1.296, -1.443], [1.341, 4.510, -2.074], [3.053, 2.343, -3.417], [4.183, 3.989, -1.099], [-0.799, -0.248, -2.182], [-0.743, -1.356, -3.690], [-0.731, 0.800, -2.528], [-1.808, -0.328, -1.740], [0.544, -0.708, -4.894], [-2.416, -1.374, -4.565], [-0.332, -3.144, -3.281], [4.656, 4.577, -1.896], [4.898, 3.236, -0.748], [3.936, 4.658, -0.267], [0.491, 4.120, -2.650], [1.785, 5.337, -2.644], [0.964, 4.914, -1.126], [2.284, 1.625, -3.729], [4.009, 1.811, -3.325], [3.160, 3.106, -4.200], [-2.856, -0.369, -4.585], [-3.133, -2.041, -4.067], [-2.313, -1.715, -5.605], [-1.001, -3.566, -2.520], [0.697, -3.262, -2.921], [-0.435, -3.748, -4.196], [0.487, -1.261, -5.843], [1.560, -0.824, -4.492], [0.378, 0.357, -5.108], [0.615, -1.673, 3.578], [0.797, -1.609, 2.400], [1.545, -2.474, 1.475], [2.948, -2.535, 1.483], [3.596, -3.349, 0.567], [2.869, -4.098, -0.368], [1.478, -4.010, -0.420], [0.795, -3.159, 0.469], [-1.086, -2.933, 0.243], [-1.466, -4.677, 0.485], [-2.454, -5.279, -0.327], [-2.757, -6.627, -0.159], [-2.116, -7.381, 0.833], [-1.168, -6.774, 1.663], [-0.833, -5.433, 1.493], [-2.558, -2.219, 1.115], [-2.873, -2.572, 2.433], [-4.109, -2.220, 2.972], [-5.019, -1.477, 2.215], [-4.695, -1.090, 0.906], [-3.483, -1.479, 0.346], [3.487, -1.934, 2.210], [4.687, -3.431, 0.587], [3.386, -4.775, -1.048], [0.915, -4.603, -1.149], [-2.952, -4.681, -1.096], [-3.496, -7.094, -0.807], [-2.358, -8.435, 0.962], [-0.669, -7.350, 2.445], [-0.060, -4.978, 2.116], [-2.143, -3.140, 3.019], [-4.367, -2.534, 3.985], [-5.989, -1.203, 2.637], [-5.403, -0.499, 0.318], [-3.254, -1.255, -0.702]], "homo_energy_ev": [-9.1, -9.2], "multiplicity": 4, "charge": 1, "s2": 3.764, "gap_ev": [6.178, 6.344]}

=====

If we sort the structures by their calculated energies, the order from most to least stable is a, b.

=====

--- a ---
{"formula": "C3H4Cl2O", "method": "the ωB97M-V functional and the def2-TZVPD basis", "elements": ["O", "C", "C", "Cl", "C", "Cl", "H", "H", "H", "H"], "coordinates": [[0.181, -0.542, -1.754], [0.351, -0.668, -0.307], [0.624, 0.355, 0.665], [1.319, 2.015, 0.299], [-0.899, -0.131, 0.492], [-2.037, 0.868, -0.471], [0.395, 0.490, -1.721], [0.494, -1.700, -0.181], [0.964, -0.020, 1.568], [-1.392, -0.667, 1.411]], "homo_energy_ev": -9.7, "multiplicity": 1, "smiles": "O[C@H]1[C@@H](Cl)[C@H]1Cl", "charge": 0, "gap_ev": 10.156}

=====

--- b ---
{"formula": "C3H4Cl2O", "method": "the ωB97M-V functional and the def2-TZVPD basis", "elements": ["C", "C", "C", "O", "Cl", "Cl", "H", "H", "H", "H"], "coordinates": [[1.170, 0.098, 0.671], [-0.041, -0.454, 0.087], [-0.956, 0.388, -0.612], [1.670, -0.076, -0.593], [-0.328, -2.152, -0.016], [-2.568, -0.216, -0.049], [1.179, 1.125, 0.939], [1.559, -0.477, 1.532], [-0.896, 0.371, -1.699], [-0.787, 1.392, -0.260]], "homo_energy_ev": -10.1, "multiplicity": 1, "charge": 0, "gap_ev": 9.824}

=====

--- c ---
{"formula": "C3H4Cl2O", "method": "the ωB97M-V functional and the def2-TZVPD basis", "elements": ["C", "C", "Cl", "Cl", "C", "O", "H", "H", "H", "H"], "coordinates": [[-0.194, 0.204, 1.636], [0.039, -0.008, 0.143], [-1.002, -1.312, -0.423], [1.707, -0.327, -0.238], [-0.425, 1.250, -0.604], [-0.912, 2.171, -0.011], [-1.222, 0.636, 1.778], [-0.140, -0.822, 2.202], [0.550, 0.914, 2.000], [-0.404, 1.091, -1.715]], "homo_energy_ev": -10.5, "multiplicity": 1, "smiles": "CC(Cl)(Cl)C=O", "charge": 0, "gap_ev": 10.907}

=====

--- d ---
{"formula": "C3H4Cl2O", "method": "the ωB97M-V functional and the def2-TZVPD basis", "elements": ["O", "C", "C", "C", "Cl", "Cl", "H", "H", "H", "H"], "coordinates": [[-1.532, 1.653, 1.124], [-0.802, 0.731, 0.895], [-0.707, -0.071, -0.408], [1.046, -0.566, -0.579], [1.918, 1.062, -0.387], [1.468, -1.698, 0.643], [-0.228, 0.199, 1.801], [-1.083, 0.628, -1.140], [-1.184, -1.069, -0.410], [1.105, -0.869, -1.539]], "homo_energy_ev": -9.9, "multiplicity": 1, "smiles": "O=CCC(Cl)Cl", "charge": 0, "gap_ev": 10.513}

=====

If we sort the structures by their calculated energies, the order from most to least stable is c, d, a, b.

=====

--- a ---
{"formula": "C6H10O2", "method": "the ωB97M-V functional and the def2-TZVPD basis", "elements": ["C", "C", "C", "C", "C", "O", "O", "C", "H", "H", "H", "H", "H", "H", "H", "H", "H", "H"], "coordinates": [[-1.076, 0.886, -0.993], [-0.538, -1.030, 0.920], [-0.582, 1.931, -0.050], [0.746, -0.500, -1.275], [2.053, -0.644, 0.826], [-0.303, 0.145, -1.770], [-1.359, -1.968, 0.280], [0.932, -0.681, 0.106], [-1.689, -1.604, -0.553], [-2.028, 1.068, -1.478], [-1.080, -0.226, 1.429], [-0.087, -1.582, 1.748], [1.303, -1.058, -2.011], [-0.978, 2.909, -0.333], [-0.911, 1.768, 0.980], [0.508, 1.959, -0.039], [2.102, -1.058, 1.822], [2.986, -0.314, 0.392]], "homo_energy_ev": [-7.6, -7.3], "multiplicity": 1, "charge": 0, "gap_ev": [7.720, 7.827]}

=====

--- b ---
{"formula": "C6H10O2", "method": "the ωB97M-V functional and the def2-TZVPD basis", "elements": ["C", "C", "C", "C", "C", "C", "O", "O", "H", "H", "H", "H", "H", "H", "H", "H", "H", "H"], "coordinates": [[-2.661, 0.949, 0.664], [-1.596, 0.419, -0.315], [-0.392, -0.102, 0.113], [0.584, -0.613, -0.901], [1.845, -1.141, -0.152], [2.450, 0.219, 0.237], [3.032, 0.739, -0.668], [2.201, 0.710, 1.514], [-3.559, 1.205, 0.100], [-2.956, 0.126, 1.324], [-2.134, 1.670, 1.293], [-2.002, 0.349, -1.354], [-1.357, -0.825, 0.430], [0.841, 0.188, -1.612], [0.211, -1.366, -1.620], [2.574, -1.680, -0.766], [1.587, -1.828, 0.659], [1.332, 0.982, 1.055]], "homo_energy_ev": -8.9, "multiplicity": 1, "smiles": "C/C=C/CCC(=O)O", "charge": 0, "gap_ev": 9.167}

=====

--- c ---
{"formula": "C6H10O2", "method": "the ωB97M-V functional and the def2-TZVPD basis", "elements": ["C", "C", "O", "C", "C", "C", "C", "O", "H", "H", "H", "H", "H", "H", "H", "H", "H", "H"], "coordinates": [[-2.756, -0.224, -0.441], [-1.692, 0.197, 0.486], [-0.864, -0.901, 0.703], [0.285, -0.651, -0.189], [1.530, -0.126, -0.302], [3.087, 0.011, 0.158], [0.419, 0.740, 0.329], [-0.791, 1.178, -0.205], [-2.218, -0.733, -1.198], [-3.320, 0.735, -0.568], [-3.365, -0.557, 0.427], [-2.097, 0.817, 1.433], [-0.314, -0.647, -1.101], [1.456, -0.307, -1.538], [3.390, -1.066, -0.337], [3.233, 0.218, 1.359], [3.713, 0.857, -0.475], [0.304, 0.459, 1.458]], "homo_energy_ev": -8.3, "multiplicity": 1, "smiles": "C[C@H]1O[C@@H]2[C@H](C)[C@H]2O1", "charge": 0, "gap_ev": 9.079}

=====

If we sort the structures by their calculated energies, the order from most to least stable is b, a, c.